# 1
The following is a quantum chemistry calculation of a 13-piece molecular cluster, C4H24BO20 overall, from the Open Molecules 2025 dataset.

XYZ file:
```
49
Properties=species:S:1:pos:R:3:forces:R:3
O 23.4344 12.3977 -24.9129 0.055 0.056 -0.042
C 23.3516 13.5224 -24.4971 -0.128 -0.345 -0.102
O 22.7014 13.9088 -23.4245 -0.164 0.163 -0.105
B 22.8815 15.3637 -23.2435 0.246 0.113 0.139
O 23.6131 15.8236 -24.4389 0.018 -0.325 0.193
C 23.9631 14.7595 -25.1703 -0.089 0.612 -0.183
O 24.5909 14.7960 -26.1805 0.194 -0.340 0.102
O 23.6694 15.5846 -22.0135 0.197 0.069 0.059
C 23.0229 16.3704 -21.1934 -0.416 -0.185 0.182
O 23.3547 16.7363 -20.0992 0.123 0.047 0.010
C 21.6766 16.7230 -21.8643 0.168 0.671 -0.094
O 21.6441 16.1382 -23.0488 0.030 -0.413 0.012
O 20.8532 17.4751 -21.4219 -0.138 -0.340 -0.103
O 26.0558 15.3411 -28.6924 0.063 0.018 -0.036
H 25.6986 15.3177 -27.7934 -0.117 -0.061 -0.043
H 25.7236 16.1640 -29.0585 0.045 0.048 0.066
O 20.0590 20.3516 -21.3821 -0.012 0.034 0.010
H 20.1184 19.3929 -21.4813 0.012 0.036 0.055
H 20.9464 20.6591 -21.5890 0.016 -0.018 -0.046
O 25.5962 18.7019 -19.9253 -0.065 0.103 0.052
H 25.3459 19.3237 -19.2367 -0.023 0.023 -0.012
H 24.7894 18.1976 -20.0981 0.143 -0.064 0.019
O 25.5961 15.3904 -18.6315 0.098 -0.131 0.232
H 24.7956 15.9212 -18.5449 -0.010 0.057 -0.284
H 25.7288 14.9682 -17.7778 -0.022 0.027 0.013
O 26.4067 16.9245 -23.4927 -0.022 0.113 -0.089
H 27.1437 16.5937 -24.0139 0.007 -0.029 0.005
H 25.6254 16.5411 -23.9064 -0.031 -0.002 0.020
O 23.6588 19.4100 -23.8889 -0.071 -0.002 0.076
H 24.6086 19.5507 -23.9568 0.038 -0.093 0.072
H 23.5514 18.4618 -24.0180 0.035 -0.007 -0.148
O 23.4330 17.1538 -27.6001 -0.027 0.160 -0.146
H 22.5872 16.7802 -27.3340 0.018 -0.017 0.079
H 23.4560 17.0346 -28.5539 -0.062 -0.035 -0.003
O 18.6937 17.0499 -23.6739 -0.041 -0.057 0.022
H 19.3805 17.1373 -23.0001 -0.055 0.100 0.001
H 18.9857 16.3036 -24.2054 0.032 -0.007 -0.011
O 21.6461 10.2686 -24.5096 -0.056 -0.004 -0.272
H 21.7186 10.2963 -23.5517 -0.004 0.064 0.015
H 22.3421 10.8729 -24.8166 -0.071 -0.003 0.257
O 20.0875 12.6436 -26.3215 0.016 0.067 0.002
H 20.5192 12.0393 -25.7063 0.007 -0.125 0.120
H 19.6722 12.0675 -26.9686 0.006 -0.014 -0.009
O 25.9394 10.8623 -25.0181 0.008 -0.159 -0.017
H 24.9864 10.9571 -25.1324 0.065 0.202 -0.006
H 26.1172 9.9278 -25.1533 0.004 -0.006 0.007
O 25.7180 13.3660 -20.7165 0.108 -0.162 0.153
H 25.7987 14.0658 -20.0484 -0.120 0.063 -0.153
H 24.7758 13.3197 -20.8974 -0.006 0.093 -0.069
```
Forces are in eV/Å.

## Properties
* net charge: -1
* HOMO-LUMO gap: 10.656 eV
* 2S+1: 1
* highest occupied orbital energy: -8.361 eV

=====

# 2
The following is a quantum chemistry calculation of C28H25ClF10LiN3O4S as an isolated structure, from the Open Molecules 2025 dataset.

XYZ file:
```
73
Properties=species:S:1:pos:R:3:forces:R:3
Li 0.7492 0.4096 -0.4863 -0.086 0.057 -0.094
C -2.1455 -1.2650 0.2225 0.015 0.120 -0.012
N -0.7076 -1.1214 0.1009 0.363 -0.110 -0.015
C -0.0180 -1.6953 1.2676 -0.102 -0.123 0.021
C -0.5776 -1.3008 2.6336 0.025 0.031 -0.035
N -0.7396 0.1223 2.7921 -0.044 0.004 0.030
C -0.1445 0.7895 3.7545 -0.021 -0.043 0.060
C 0.7848 0.3873 4.7758 -0.003 -0.044 0.018
F 1.1766 -0.9188 4.8939 0.006 0.079 -0.026
C 1.3636 1.2487 5.6867 0.067 -0.042 0.083
F 2.2617 0.7571 6.5754 -0.144 0.068 -0.099
C 1.0606 2.5949 5.7198 0.079 0.063 0.015
F 1.6509 3.4404 6.6079 -0.051 -0.065 -0.067
C 0.1448 3.0506 4.7796 -0.018 0.119 -0.031
F -0.1894 4.3628 4.7714 0.032 -0.173 0.024
C -0.4239 2.1983 3.8694 -0.142 0.132 -0.025
F -1.3300 2.7406 3.0145 0.097 -0.075 0.028
C -0.2106 -1.7760 -1.1180 -0.124 -0.044 -0.026
C -0.4833 -0.9761 -2.3873 0.056 0.067 0.034
N 0.3824 0.1922 -2.3864 -0.263 -0.217 -0.056
C 0.4472 0.9407 -3.4793 -0.085 0.036 0.012
C -0.3241 0.8713 -4.6747 -0.015 -0.025 -0.021
F -1.3434 -0.0268 -4.7991 0.053 0.000 0.006
C -0.1497 1.7201 -5.7523 -0.074 0.058 -0.072
F -0.9439 1.5780 -6.8421 0.107 0.022 0.146
C 0.7921 2.7267 -5.7339 0.016 0.011 -0.080
F 0.9580 3.5621 -6.7929 0.002 -0.079 0.077
C 1.5750 2.8455 -4.5917 0.122 0.104 0.043
F 2.5270 3.8036 -4.5473 -0.153 -0.128 -0.019
C 1.4076 1.9957 -3.5271 0.175 0.108 0.099
F 2.2124 2.1643 -2.4569 -0.185 -0.011 -0.159
H -2.4284 -2.3203 0.3906 -0.007 -0.004 -0.023
H -2.6304 -0.9189 -0.6896 -0.004 0.029 -0.006
H -2.4978 -0.6661 1.0625 0.026 0.003 0.005
H 1.0322 -1.4070 1.2063 0.017 0.031 0.000
H -0.0673 -2.8005 1.2106 -0.002 -0.036 -0.031
H 0.0806 -1.7883 3.3550 -0.019 0.000 0.028
H -1.5570 -1.7926 2.7518 -0.004 0.033 0.000
H -0.6287 -2.7962 -1.2009 -0.016 0.009 0.017
H 0.8746 -1.8751 -1.0171 0.009 -0.057 -0.010
H -1.5456 -0.7102 -2.4298 -0.048 -0.018 -0.049
H -0.2925 -1.6416 -3.2412 0.024 0.002 -0.006
C 3.6632 6.0057 2.0724 -0.006 -0.005 -0.035
C 2.5671 5.4732 1.1961 0.021 -0.059 -0.005
C 1.8085 6.3027 0.3899 -0.035 0.028 0.031
C 0.7988 5.7811 -0.4059 -0.015 0.010 -0.003
Cl -0.1324 6.8666 -1.4212 -0.006 -0.007 0.016
C 0.5266 4.4300 -0.4139 0.071 -0.037 -0.007
C 1.2855 3.5856 0.3881 -0.058 -0.020 0.031
C 2.3037 4.0935 1.1835 0.130 -0.113 -0.030
O 3.1164 3.3381 1.9557 -0.046 0.160 0.040
C 2.7924 1.9560 2.1568 -0.055 -0.139 0.047
C 3.2311 1.0237 0.9958 -0.003 0.372 -0.014
O 4.4380 0.9153 0.7912 0.119 -0.066 0.010
O 2.2822 0.4542 0.3805 0.041 -0.152 0.090
H 3.7341 7.0900 1.9829 0.002 0.017 0.003
H 4.6232 5.5637 1.8021 0.018 -0.013 -0.004
H 3.4839 5.7462 3.1166 -0.012 -0.008 0.021
H 2.0024 7.3682 0.3812 -0.004 0.007 0.000
H -0.2374 4.0187 -1.0601 -0.058 -0.015 -0.019
H 1.1038 2.5215 0.3770 0.010 0.044 0.007
H 1.7247 1.8451 2.3656 0.132 0.071 -0.041
H 3.3714 1.6721 3.0345 -0.071 0.011 0.053
C -4.6522 1.5887 0.2858 0.012 0.059 -0.037
S -2.9226 2.0917 0.1653 0.220 -0.051 -0.061
C -3.2249 3.8315 0.5247 0.029 -0.059 -0.023
O -2.5911 2.0189 -1.2883 -0.079 0.053 0.095
H -5.0479 1.8515 1.2650 -0.015 -0.011 0.049
H -4.6926 0.5108 0.1470 0.023 -0.016 -0.031
H -5.1936 2.0937 -0.5144 -0.061 0.001 0.006
H -3.7138 3.9218 1.4923 -0.014 0.010 0.058
H -3.8338 4.2397 -0.2819 -0.027 0.035 0.005
H -2.2599 4.3308 0.5656 0.053 -0.002 -0.035
```
Forces are in eV/Å.

## Properties
* net charge: -2
* HOMO-LUMO gap: 5.451 eV
* 2S+1: 1
* highest occupied orbital energy: -1.518 eV

=====

# 3
The following is a quantum chemistry calculation of C27H21N5O3Re as an isolated structure, from the Open Molecules 2025 dataset.

XYZ file:
```
57
Properties=species:S:1:pos:R:3:forces:R:3
Re -0.3952 -0.4253 0.0484 -0.259 -0.356 0.176
C 3.3843 -1.1424 -1.7947 0.051 -0.015 0.019
C 4.2130 -1.6179 -0.7760 0.011 0.006 -0.068
C 3.7518 -1.6315 0.5182 0.035 -0.014 0.104
C 2.4710 -1.1662 0.8193 -0.005 0.050 -0.041
N 1.6684 -0.7279 -0.1821 0.008 0.073 -0.119
C 2.1275 -0.7243 -1.4589 0.008 0.011 0.097
N 2.1201 -1.1398 2.1585 0.027 -0.047 -0.084
C 1.1357 -0.4534 2.5876 -0.126 0.069 0.109
N 0.1831 0.2086 1.8001 0.035 0.098 -0.163
C -0.5189 1.1432 2.5746 0.054 -0.104 0.100
N -1.2390 2.0962 2.1312 -0.041 0.024 -0.098
C -1.2699 2.4287 0.7866 0.053 -0.029 -0.023
C -1.7840 3.6859 0.4662 -0.016 0.033 0.102
C -1.7835 4.1293 -0.8344 0.006 0.006 -0.068
C -1.2700 3.3060 -1.8391 -0.023 0.057 0.022
C -0.8023 2.0726 -1.4828 0.014 -0.004 0.090
N -0.7936 1.6293 -0.2003 0.044 0.040 -0.139
C -0.1665 0.8678 3.9745 -0.087 0.060 -0.056
C -0.6138 1.4563 5.1402 0.006 0.012 0.040
C -0.0403 1.0183 6.3300 -0.007 0.007 -0.011
C 0.9630 0.0507 6.3377 0.005 -0.005 -0.001
C 1.4307 -0.5160 5.1562 0.015 0.003 0.036
C 0.8360 -0.0998 3.9823 0.068 -0.088 -0.053
H 3.7058 -1.1106 -2.8252 0.006 -0.006 0.006
H 5.2103 -1.9708 -1.0026 -0.005 0.004 0.003
H 4.3564 -1.9780 1.3436 0.010 -0.004 -0.016
H 1.4380 -0.3753 -2.2194 -0.012 -0.011 0.012
H -2.1594 4.2870 1.2815 -0.004 0.009 -0.017
H -2.1763 5.1078 -1.0765 0.003 -0.003 0.001
H -1.2468 3.6136 -2.8740 -0.006 0.008 0.005
H -0.4206 1.3879 -2.2324 -0.007 -0.011 0.013
H -1.3757 2.2235 5.1264 0.002 -0.008 -0.002
H -0.3725 1.4430 7.2675 0.006 -0.005 0.000
H 1.3920 -0.2582 7.2812 -0.005 0.005 0.001
H 2.2251 -1.2497 5.1545 -0.007 0.000 -0.001
C -0.4566 -7.3142 -0.2485 -0.032 0.009 -0.008
O -1.8147 -6.8447 -0.2387 0.031 0.016 0.024
C -2.0609 -5.5543 -0.2111 0.025 -0.091 0.004
C -3.4352 -5.2034 -0.1788 -0.007 0.043 -0.007
C -3.7880 -3.8976 -0.1475 -0.007 -0.009 0.022
C -2.8116 -2.8533 -0.1368 -0.076 -0.035 0.007
C -3.2201 -1.5164 -0.1249 0.010 0.160 -0.033
C -4.6534 -1.1009 -0.1643 -0.009 -0.050 0.008
O -2.3867 -0.5210 -0.1007 0.107 0.032 0.060
C -1.4431 -3.2396 -0.1762 0.186 0.175 -0.053
O -0.4413 -2.3382 -0.2121 -0.102 -0.059 -0.005
C -1.0720 -4.5661 -0.2155 -0.017 -0.045 0.001
H -0.5258 -8.3955 -0.2375 0.000 -0.007 -0.010
H 0.0691 -6.9676 0.6407 0.000 0.003 0.003
H 0.0492 -6.9823 -1.1546 0.008 -0.004 -0.003
H -4.1705 -5.9951 -0.1810 0.016 -0.011 -0.004
H -4.8375 -3.6416 -0.1258 0.009 0.020 0.005
H -5.2007 -1.5251 0.6781 -0.004 -0.004 -0.002
H -5.1254 -1.4595 -1.0806 -0.010 0.000 0.012
H -4.7221 -0.0184 -0.1250 0.017 0.005 -0.002
H -0.0201 -4.8035 -0.2547 -0.004 -0.014 0.003
```
Forces are in eV/Å.

## Properties
* net charge: +2
* HOMO-LUMO gap (alpha / beta): 7.590 / 6.587 eV
* 2S+1: 4
* highest occupied orbital energy (alpha / beta): -14.203 / -14.297 eV

=====

# 4
The following is a quantum chemistry calculation of C6H14NO as an isolated structure in a non-equilibrium geometry, from the Open Molecules 2025 dataset.

XYZ file:
```
22
Properties=species:S:1:pos:R:3:forces:R:3
C -0.7043 -1.3323 -0.1414 2.339 0.035 -1.369
C -0.7453 -1.3588 1.3796 -0.973 0.877 -1.099
C 0.5002 -0.4418 -0.6020 -1.841 -1.162 -0.996
N 1.8982 -0.9582 -0.1378 -1.396 1.824 0.965
C 3.0767 1.1274 0.5543 1.368 -0.305 0.949
C 2.4312 0.1739 -0.3950 2.046 -0.619 -0.295
C -3.0339 0.9839 -0.6907 0.704 0.217 -0.886
O -3.2631 -0.3235 -0.5184 -1.018 0.313 0.186
H -0.5128 -2.3231 -0.5733 -0.010 -0.190 0.282
H -1.5494 -0.9164 -0.7383 -0.253 -0.221 1.333
H 0.2405 -1.6093 1.7674 -0.269 -0.606 0.218
H -1.6212 -1.9562 1.6409 0.429 -0.171 0.626
H -0.9471 -0.3277 1.6898 -0.165 -0.069 0.197
H 0.1933 0.5320 -0.1992 0.657 0.079 0.303
H 0.3851 -0.2985 -1.6822 0.510 -0.249 -0.217
H -3.3639 1.7482 0.0629 -0.007 -0.433 0.444
H 4.0344 1.5343 0.2114 -0.223 0.152 -0.477
H 3.3356 0.6780 1.5183 -0.461 -0.246 -0.032
H 2.4149 1.9696 0.7665 -0.180 -0.064 -0.242
H 2.5931 0.4714 -1.4561 -1.098 0.684 -0.020
H -1.9194 1.1687 -0.8249 -0.053 0.424 0.193
H -3.4429 1.4584 -1.6318 -0.108 -0.269 -0.063
```
Forces are in eV/Å.

## Properties
* net charge: -1
* HOMO-LUMO gap: 5.799 eV
* 2S+1: 1
* highest occupied orbital energy: -2.375 eV

=====

Taking the records one at a time from the top gives relative energy (zero: lowest compared OMol25 entry of this formula, charge and spin) values of 18.8, 4.4, 0.0, 93.1 kcal per mole.